(1)
The following is a DFT calculation (ωB97M-V/def2-TZVPD) of an isolated ion of composition C5H10NS and charge +1.

The geometry in XYZ format:
```
17
Properties=species:S:1:pos:R:3:nbo_charge:R:1
N 0.068 -0.355 0.186 -0.31
H -1.731 1.344 1.533 0.27
C 1.308 -0.654 -0.510 -0.23
H 0.317 -1.973 1.459 0.24
H -1.186 -1.997 0.525 0.23
C -0.486 -1.354 1.066 -0.43
H 1.148 -1.529 -1.149 0.23
H 2.078 -0.908 0.224 0.24
C 1.715 0.572 -1.330 -0.54
H -1.010 -0.888 1.897 0.24
S 0.324 1.759 -1.215 0.45
C -0.514 0.777 -0.109 0.23
H 1.877 0.342 -2.381 0.26
H 2.601 1.067 -0.937 0.25
H -2.576 0.451 0.276 0.27
H -2.125 2.143 0.010 0.27
C -1.809 1.203 0.455 -0.70
```

As for the multiplicity: 1. The calculation puts the HOMO energy at -13.948 eV. As for the HOMO-LUMO gap: 10.02 eV. Its total charge is +1. Its LUMO energy is -0.1443 hartree.


(2)
The following is a DFT calculation (ωB97M-V/def2-TZVPD) of an isolated ion of composition C5H10NS and charge +1.

The geometry in XYZ format:
```
17
Properties=species:S:1:pos:R:3:nbo_charge:R:1
H -0.619 0.804 -0.599 0.43
N -0.474 0.325 0.233 -0.35
H -1.871 -0.511 1.612 0.24
S -1.331 -2.747 -2.195 0.22
H -1.601 1.095 1.879 0.24
C 1.985 1.025 -0.216 -0.67
H 2.099 0.704 -1.273 0.26
C -0.387 -1.500 -1.495 -0.37
H 1.744 2.125 0.110 0.26
C 0.965 0.172 0.566 0.03
C -1.716 0.471 1.034 -0.44
H -2.549 0.864 0.357 0.26
C 0.022 -0.978 -0.085 -0.10
H 2.987 0.768 0.210 0.27
H -0.065 -0.875 -2.442 0.23
H -0.275 -1.614 0.694 0.23
H 1.085 -0.127 1.611 0.26
```

As for the multiplicity: 1. The calculation puts the HOMO energy at -12.767 eV. As for the HOMO-LUMO gap: 7.87 eV. Its total charge is +1. Its LUMO energy is -0.1801 hartree.


(1) is the most stable structure; the next one sits 0.1632 hartree above it.


(1)
The following is a DFT calculation (ωB97M-V/def2-TZVPD) of an isolated ion of composition C5H10NS and charge +1.

The geometry in XYZ format:
```
17
Properties=species:S:1:pos:R:3:nbo_charge:R:1
S 0.191 1.164 -1.269 0.54
H -2.484 -1.117 -0.297 0.26
H -0.131 -1.722 0.898 0.27
C -1.637 -0.478 -0.164 -0.40
H 0.952 1.787 1.059 0.38
H -2.260 1.323 -1.466 0.27
C 0.719 -0.071 -0.335 0.09
H -1.493 -0.217 -2.080 0.22
H 2.763 0.765 -0.123 0.23
N 1.323 0.963 1.416 -0.76
H 2.297 -0.735 0.835 0.24
H -1.664 0.077 0.847 0.22
C 1.992 0.249 0.370 -0.29
H 1.269 0.726 2.430 0.44
H -0.088 -1.945 -0.789 0.27
C -1.519 0.431 -1.303 -0.49
C -0.231 -1.198 -0.029 -0.49
```

As for the multiplicity: 1. The calculation puts the HOMO energy at -14.041 eV. As for the HOMO-LUMO gap: 9.01 eV. Its total charge is +1. Its LUMO energy is -0.1847 hartree.


(2)
The following is a DFT calculation (ωB97M-V/def2-TZVPD) of C5H10NS as an isolated structure.

The geometry in XYZ format:
```
17
Properties=species:S:1:pos:R:3:nbo_charge:R:1
H 0.386 -0.856 1.627 0.44
S -2.557 -0.265 0.571 0.28
C 1.294 0.847 0.736 -0.44
N 0.105 -0.005 1.115 -0.53
H -0.658 -2.032 -1.462 0.27
C -2.417 1.090 -0.586 -0.22
H -3.272 1.681 -0.972 0.26
C -0.848 -0.288 -0.033 0.01
H -0.820 -2.360 0.368 0.23
H 1.278 1.026 -0.370 0.25
H 2.287 0.433 1.107 0.26
H 0.634 -1.646 -0.244 0.20
C -0.425 -1.694 -0.440 -0.63
H -0.429 0.499 1.777 0.44
C -1.101 0.845 -1.009 -0.30
H -0.536 1.157 -1.802 0.24
H 1.122 1.816 1.286 0.25
```

As for the multiplicity: 1. The calculation puts the HOMO energy at -12.917 eV. As for the HOMO-LUMO gap: 9.54 eV. Its total charge is +1. Its LUMO energy is -0.1240 hartree.


(1) is the most stable structure; the next one sits 0.0159 hartree above it.


(1)
The following is a DFT calculation (ωB97M-V/def2-TZVPD) of C20H21N3O4 as an isolated structure.

The geometry in XYZ format:
```
48
Properties=species:S:1:pos:R:3:nbo_charge:R:1
H 2.290 -0.773 -2.170 0.26
H -3.673 -0.857 -0.979 0.23
C 1.917 6.300 -0.768 -0.12
H -1.747 -5.330 3.202 0.22
H 2.917 -3.524 -0.366 0.21
C 2.515 5.325 -1.570 -0.22
C 2.313 4.082 -1.369 -0.12
H 1.226 -4.299 1.538 0.19
C -1.413 -3.573 1.883 -0.30
C -1.193 -2.609 2.998 -0.61
C -0.758 -2.191 -0.115 0.29
C 2.436 -1.848 -2.181 -0.65
H -1.729 -2.780 3.947 0.22
C -0.546 -3.200 0.730 -0.06
H -1.466 4.974 1.105 0.41
N -1.444 0.781 -0.088 -0.41
C 1.440 -2.465 -1.182 0.10
N -0.566 2.000 -0.007 -0.31
H 2.692 3.099 -1.936 0.28
C -1.109 -4.992 2.386 -0.59
C 0.148 -1.719 -0.984 -0.34
H 2.261 7.228 -0.977 0.22
O 1.126 1.257 -1.529 -0.66
O -2.026 -1.751 -0.175 -0.53
H 3.338 -2.279 -2.036 0.20
H 0.118 6.810 0.438 0.17
H -0.235 -2.624 3.608 0.22
H 3.295 5.577 -1.932 0.19
C 0.665 2.302 -0.604 0.61
H 0.033 -5.171 2.904 0.20
O -2.065 1.229 -2.273 -0.62
C 1.916 -3.408 -0.291 -0.29
H -1.352 -1.531 2.672 0.20
C 0.229 4.679 -0.019 0.17
H -0.172 -1.111 -2.033 0.25
H 1.966 -2.253 -3.123 0.21
H -2.385 -1.497 -2.079 0.18
C -2.576 -1.017 -1.077 -0.10
C 0.707 5.822 -0.247 -0.21
N -1.033 4.275 0.698 -0.56
O -2.404 2.824 1.329 -0.58
H -1.052 -5.776 1.379 0.22
C 0.939 -3.714 0.724 -0.12
H -1.078 0.122 0.625 0.43
C 1.101 3.618 -0.757 -0.16
C -1.754 0.441 -1.265 0.65
H -2.306 -3.466 1.437 0.23
C -1.504 3.012 0.528 0.79
```

As for the multiplicity: 1. The calculation puts the HOMO energy at -8.117 eV. As for the HOMO-LUMO gap: 6.79 eV. Its total charge is 0. Its LUMO energy is -0.0487 hartree.


(2)
The following is a DFT calculation (ωB97M-V/def2-TZVPD) of one molecule with the formula C20H21N3O4.

The geometry in XYZ format:
```
48
Properties=species:S:1:pos:R:3:nbo_charge:R:1
H 3.453 -1.981 -1.498 0.22
C 3.269 0.421 -3.865 -0.20
C 3.796 -0.605 -3.098 -0.21
C -0.646 -1.662 1.942 -0.40
C 1.993 0.891 -3.608 -0.21
O -3.217 1.192 3.000 -0.37
C 0.867 -1.398 -0.828 0.66
N -0.066 0.812 -2.324 -0.62
C 2.287 -0.541 2.443 -0.41
H -2.509 1.722 -2.875 0.21
H 1.104 0.891 3.519 0.21
H -1.558 1.282 1.277 0.26
H -4.874 1.969 -2.310 0.23
H -0.788 0.507 -2.959 0.41
H 1.570 1.688 -4.200 0.22
C 0.479 -2.454 1.273 -0.22
H 0.033 -3.218 0.631 0.23
O -5.220 1.689 2.407 -0.37
C -1.868 1.440 -0.839 -0.15
C 0.964 0.185 2.697 -0.42
C -0.405 1.246 -1.087 0.68
H -5.615 1.836 0.059 0.25
C -2.812 1.650 -1.841 -0.15
H 1.115 -2.940 2.014 0.19
H 0.703 0.759 1.808 0.23
C -4.154 1.802 -1.524 -0.21
C -2.283 1.406 0.487 -0.09
O 0.421 1.487 -0.228 -0.62
H 3.339 -1.648 0.928 0.18
H 0.154 -1.385 3.917 0.19
C 1.245 0.332 -2.584 0.15
C 2.472 -0.973 0.986 -0.21
C 3.051 -1.161 -2.073 -0.20
H -1.026 -0.173 3.427 0.22
C -4.575 1.735 -0.209 -0.17
O -0.215 -1.810 -1.232 -0.65
H -1.384 -2.366 2.332 0.21
H 3.850 0.853 -4.665 0.22
H -1.134 -1.069 1.167 0.21
C -3.628 1.539 0.789 0.00
H 2.681 -0.086 0.384 0.23
C 1.773 -0.691 -1.794 -0.05
N -4.052 1.469 2.168 0.53
H 3.121 0.124 2.677 0.22
H 2.366 -1.402 3.111 0.19
N 1.307 -1.621 0.421 -0.43
H 4.788 -0.979 -3.303 0.22
C -0.173 -0.761 3.080 -0.40
```

As for the multiplicity: 1. The calculation puts the HOMO energy at -9.060 eV. As for the HOMO-LUMO gap: 8.42 eV. Its total charge is 0. Its LUMO energy is -0.0236 hartree.


(3)
The following is a DFT calculation (ωB97M-V/def2-TZVPD) of one molecule with the formula C20H21N3O4.

The geometry in XYZ format:
```
48
Properties=species:S:1:pos:R:3:nbo_charge:R:1
C -1.079 1.450 2.367 -0.18
O 1.543 -1.251 -2.110 -0.63
C 1.001 -1.574 -1.073 0.67
H -0.891 5.105 -2.198 0.22
H 1.373 -5.102 -1.418 0.23
C -0.998 3.561 -0.743 -0.16
N -0.921 0.905 0.069 -0.19
H 3.292 -2.500 -1.213 0.25
H 2.213 -7.475 -0.424 0.23
C -1.806 7.491 -2.040 -0.25
N 1.582 -2.289 -0.103 -0.63
C -1.386 -3.130 -2.109 -0.61
H -0.718 7.458 -2.152 0.18
H -0.720 -0.170 3.713 0.24
H 1.053 -2.499 0.744 0.44
C -0.519 -0.820 1.676 0.59
H -2.274 6.912 -2.842 0.18
O -2.208 7.033 -0.770 -0.49
C 2.923 -2.817 -0.231 -0.27
C -1.919 5.755 -0.417 0.31
C -1.239 4.836 -1.213 -0.26
O 3.801 -4.881 0.740 -0.40
H -2.887 6.078 1.454 0.23
C 2.593 -6.504 -0.182 -0.31
C -1.369 -2.433 -0.754 -0.41
H 4.219 -6.826 1.301 0.20
N -0.632 -0.344 0.381 -0.19
H -0.469 2.850 -1.357 0.23
O -0.206 -1.983 1.916 -0.67
H 3.573 -2.402 0.547 0.21
H -2.473 3.809 2.291 0.21
C -0.470 -1.192 -0.798 -0.13
H -1.250 2.192 3.130 0.23
C -0.786 0.170 2.691 -0.23
C -2.105 4.089 1.315 -0.17
C 2.924 -4.306 -0.110 0.27
H -2.143 8.525 -2.099 0.20
C 2.152 -5.262 -0.702 -0.31
C -2.353 5.360 0.852 -0.26
H -2.382 -2.119 -0.489 0.21
H -0.379 -3.404 -2.411 0.21
H -1.799 -2.474 -2.872 0.21
H -0.774 -0.556 -1.637 0.25
C 3.596 -6.209 0.686 0.08
C -1.418 3.165 0.526 -0.12
H -1.020 -3.123 0.014 0.23
C -1.135 1.806 0.987 0.15
H -1.993 -4.030 -2.060 0.22
```

As for the multiplicity: 1. The calculation puts the HOMO energy at -8.247 eV. As for the HOMO-LUMO gap: 8.20 eV. Its total charge is 0. Its LUMO energy is -0.0019 hartree.


(3) is the most stable structure; the next one sits 0.0196 hartree above it.